DFT (ωB97M-V with the def2-TZVPD basis set) results for a structure of composition C86H78F10N3P2Pd at a distorted geometry.

Calculated values
net charge = +1
frontier orbital gap = 0.11447 Eh

```
180
Properties=species:S:1:pos:R:3:mulliken_charge:R:1
Pd -4.73402 -3.41327 -1.06741 -0.542
P -3.24672 -3.80162 -2.70991 1.937
P -6.44603 -4.92211 -1.41786 2.187
F 2.23042 2.57405 -3.35054 -0.299
F -6.63195 -3.11665 3.30955 -0.383
F 1.12045 8.19035 -0.79880 -0.277
F -2.14950 -4.67109 2.80899 -0.398
F 0.20165 3.08294 -2.65428 -0.228
F -0.58838 0.72471 -3.89915 -0.508
F 3.31329 8.41922 -0.79235 -0.207
F 1.39080 1.56398 -1.58059 -0.264
F 2.28023 7.89918 -2.65572 -0.285
F -4.95495 2.49999 -4.24663 -0.385
N 5.84416 4.12464 3.01824 -1.348
N 5.23872 4.73453 1.98316 1.839
N 5.04176 3.07877 3.35013 1.065
C 9.14016 2.63872 3.37942 -1.597
C -7.85250 -4.30289 -0.45688 0.466
C -5.21282 -6.44067 0.52340 -0.471
C 3.78048 2.98284 5.95338 1.417
C 1.85082 5.21460 -1.77163 -1.060
C -9.11351 -6.44987 -4.17337 -0.615
C -3.80297 0.09230 0.75047 -1.002
C 5.50427 1.21687 6.54659 -0.584
C 6.71779 0.57734 6.30737 -1.420
C -2.30624 -1.65893 -6.05389 -0.814
C -2.72474 1.73189 -4.09889 -0.677
C 6.73952 7.98662 1.09206 -0.424
C -6.49896 -5.46572 -4.14296 -0.177
C 3.23272 4.53889 0.58762 0.980
C 0.15394 -4.14210 -0.52288 -0.693
C 6.75804 7.89936 -0.30022 -1.582
C 2.28139 7.66921 -1.31074 0.707
C -3.35083 -2.71072 -4.13484 0.391
C 7.81277 7.61399 3.86366 -1.626
C -2.95785 -5.68575 -4.79218 -0.359
C -3.05532 -3.26383 1.13168 0.537
C -6.01356 -6.51143 -0.62452 0.516
C -8.57663 -3.22462 -0.99172 -0.320
C 4.95590 2.08713 5.60543 0.756
C -6.38264 -7.77395 -1.12625 -0.523
C 5.94045 5.73193 1.22842 -0.351
C -9.56829 -2.60970 -0.22978 -0.766
C -4.13324 1.88004 -2.09887 -0.809
C -3.22143 -3.95666 2.31570 -0.022
C -4.38789 -3.89513 3.09223 -0.970
C 2.41692 6.20599 -0.96439 0.376
C 5.59481 2.21287 4.35118 -0.407
C 6.14043 4.16815 -0.81018 1.542
C -8.58627 -5.91399 -2.99449 -0.622
C 3.83191 3.09030 2.58919 1.368
C 6.47234 7.03244 3.40425 1.501
C -3.66621 -1.11344 0.11310 1.704
C -3.54302 -1.12550 -6.42404 -0.699
C 3.06266 5.89588 0.21426 -0.692
C -3.07494 1.37598 -1.27028 0.122
C -1.84216 1.10590 -1.90838 0.352
C 0.08414 -1.86628 -1.36392 -1.127
C -3.24156 -7.87102 -3.07139 -1.057
C -2.95067 -6.98372 -5.30067 -0.739
C 6.53423 6.66847 -0.91780 -0.387
C -3.12505 -5.47132 -3.41107 0.712
C -5.46693 -3.16602 2.57483 0.267
C -7.01701 -6.02329 -5.30595 -1.041
C -1.59680 -3.47190 -2.05167 1.806
C 7.52833 3.52642 -0.78437 -1.525
C 7.80782 2.01773 2.96845 2.484
C 4.20494 4.44018 6.14037 -0.900
C 3.05570 2.53615 7.22320 -2.087
C 2.63814 3.54301 -0.20274 -1.175
C 8.03999 0.76076 2.14066 -1.515
C 6.39822 6.88814 1.88449 0.525
C -2.20934 -2.45600 -4.91494 -0.375
C -9.83950 -3.07608 1.06230 -0.555
C -5.93902 -8.92926 -0.47744 -0.673
C -4.11721 -2.35990 0.72476 -0.341
C -9.13337 -4.16246 1.58263 -0.635
C 7.44211 0.88767 5.15819 -0.507
C -8.32103 -6.52558 -5.32172 -0.638
C -7.25793 -5.44160 -2.96488 -0.238
C 1.46710 2.78108 -2.23279 0.796
C 4.02927 4.12735 1.70094 -0.399
C -0.95385 -4.47494 -1.30557 -1.098
C -3.09934 -8.07624 -4.44512 -0.895
C -5.39378 -2.41595 1.42164 -0.294
C 6.16727 5.55585 -0.15841 -0.094
C 5.54419 4.20920 -2.21632 -1.977
C 0.66035 -2.83959 -0.54498 -0.902
C 2.69471 2.27505 2.66777 -2.729
C 2.00448 3.88687 -1.37728 -0.262
C 5.30379 7.87298 3.90985 -1.475
C -4.59234 -2.17363 -4.50603 -0.611
C -5.10702 -8.84263 0.64345 -0.806
C -3.24888 -6.57866 -2.55690 -0.203
C -3.13801 1.17380 0.17424 -1.016
C -1.72899 1.19394 -3.29143 0.517
C -1.06511 -2.17166 -2.08851 -0.504
C 6.90924 1.72448 4.17748 0.150
C -4.67836 -1.38426 -5.65316 -0.688
C -3.91930 2.04125 -3.45980 0.230
C -4.72948 -7.59122 1.13655 -0.431
C -8.14889 -4.79271 0.82135 -0.268
H 1.28288 5.46481 -2.66034 0.613
H -10.60854 -2.59551 1.66467 0.387
H 0.52228 -0.86972 -1.43566 0.737
H 4.86761 4.51674 7.01217 0.328
H 7.48738 2.50563 -1.17994 0.442
H 8.58763 1.00304 1.22311 0.410
H -2.83077 -4.84526 -5.47283 0.265
H -1.23865 -2.87574 -4.64813 0.440
H 5.15499 3.22130 -2.48908 0.417
H -1.54613 -1.40270 -2.69239 0.447
H -9.35185 -4.53531 2.58319 0.456
H 6.99403 8.92625 1.58849 0.328
H 7.92636 3.48234 0.23955 0.255
H 2.75118 2.50280 0.07456 0.997
H -10.14309 -6.81577 -4.18935 0.413
H 5.47794 3.55004 -0.19519 0.047
H -8.36039 -2.88259 -2.00808 0.427
H -6.22111 -1.77872 1.10792 0.599
H 3.09677 2.91280 5.09965 0.035
H -7.02429 -7.86081 -2.00381 0.372
H -1.00326 0.78587 -1.28358 0.726
H -3.34903 -8.72030 -2.39572 0.449
H 6.96907 8.78608 -0.90715 0.395
H 2.76374 1.48287 7.16064 0.445
H -1.41220 -1.44143 -6.63680 0.447
H 9.71772 1.93315 3.98741 0.352
H -8.71798 -6.97781 -6.23071 0.396
H 2.16117 3.15178 7.36944 0.455
H -2.59040 1.86260 -5.16329 0.572
H 8.65066 7.03098 3.46400 0.370
H 7.08362 0.30650 1.86064 0.373
H -5.64585 -0.98021 -5.94789 0.461
H 1.51438 -2.57895 0.07872 0.452
H 4.70624 4.91480 -2.27334 0.271
H 2.66958 1.51006 3.42961 0.354
H 8.97991 3.55213 3.96506 0.366
H -10.12457 -1.77098 -0.65068 0.424
H -6.23258 -9.90684 -0.86319 0.398
H -4.46184 -4.37173 4.04504 0.546
H -5.11033 2.10811 -1.66929 0.523
H -2.83589 -7.13731 -6.37509 0.465
H 4.99675 1.05895 7.49861 0.369
H 8.44984 0.48181 5.02091 0.305
H -4.94634 -5.45253 0.91106 0.011
H 8.63300 0.03481 2.71126 0.373
H -1.33538 -5.49389 -1.30775 0.293
H -2.87916 2.02417 0.81742 0.523
H 4.34530 7.43585 3.59830 0.305
H 0.61691 -4.90977 0.09798 0.438
H -7.62315 -5.66096 1.21619 0.431
H 6.63632 6.57576 -2.00365 0.366
H -6.38477 -6.07614 -6.19143 0.464
H 3.70969 2.66434 8.09696 0.398
H -5.48587 -5.06178 -4.12816 0.650
H 7.91647 8.66040 3.55016 0.331
H 6.39060 6.01993 3.81417 -0.404
H 1.88857 2.48199 1.97541 0.523
H -2.10047 -3.19432 0.59282 0.328
H 3.31741 5.06017 6.31824 0.351
H 5.31609 7.93699 5.00422 0.437
H -4.08138 -7.48897 2.00833 0.495
H -3.61826 -0.50770 -7.31919 0.454
H -3.10983 -9.08942 -4.84904 0.409
H 7.29375 2.75127 2.34742 -1.417
H 6.30693 4.48208 -2.95617 0.463
H -3.37548 -6.42101 -1.48292 0.425
H 3.42175 6.69483 0.85933 0.607
H 7.87933 7.58147 4.95600 0.452
H -9.20985 -5.88109 -2.09930 0.396
H 5.36850 8.89274 3.50310 0.356
H -4.74623 -9.74638 1.13317 0.383
H -5.47288 -2.36590 -3.89075 0.382
H 9.73200 2.88181 2.48733 0.456
H -3.06678 -1.15901 -0.80739 -0.857
H 8.22148 4.09835 -1.41778 0.363
H 4.75866 4.84122 5.28556 -0.088
H 7.11697 -0.13775 7.03354 0.371
H -4.35735 0.18826 1.70060 0.524
```